# 1
DFT (ωB97M-V with the def2-TZVPD basis set) results for C5H6INO2 in the gas phase at a distorted geometry.

Values from the calculation:
Energy relative to the best compared isomer or geometry (same formula, charge and spin), kJ/mol: 199.53
E_HOMO, eV: -9.15
Gap between HOMO and LUMO, eV: 9.24
SMILES: C=C(O)NC(=O)C(=C)I

Structure (ORCA input):
```
! wB97M-V def2-TZVPD RIJCOSX def2/J DEFGRID3
* xyz 0 1
C -1.84135 -0.12782 -0.59147
C -0.71553 -0.38649 -1.21816
O -0.41906 -0.15431 -2.53073
N 0.44922 -0.89587 -0.52965
C 0.97879 -0.75690 0.69557
O 1.82227 -1.57786 1.06212
C 0.61924 0.36743 1.53921
C 0.65389 1.59840 1.07158
I -0.05217 -0.34626 3.41389
H -2.55354 0.32164 -1.17603
H -1.91761 -0.40877 0.42161
H 0.54764 -0.35232 -2.82934
H 1.02516 -1.55461 -1.18179
H 1.10093 1.95927 0.10933
H 0.30212 2.31448 1.74387
*
```

# 2
DFT (ωB97M-V with the def2-TZVPD basis set) results for C5H6IO2P in the gas phase at a distorted geometry.

Values from the calculation:
Energy relative to the best compared isomer or geometry (same formula, charge and spin), kJ/mol: 67.52
E_HOMO, eV: -8.85
Gap between HOMO and LUMO, eV: 8.97
SMILES: C=C1OC(P)(I)OC1=C

Structure (ORCA input):
```
! wB97M-V def2-TZVPD RIJCOSX def2/J DEFGRID3
* xyz 0 1
C 1.33854 0.75283 1.74480
C 0.44316 0.38402 0.86386
O -0.84623 -0.18690 1.24176
C -1.49358 -0.59547 0.14980
P -1.72128 -2.46271 0.01374
I -3.22375 0.65767 -0.18462
O -0.47562 -0.32376 -1.10166
C 0.45842 0.52390 -0.56342
C 1.17561 1.26223 -1.39615
H 1.36183 0.58044 2.85386
H 2.25375 1.25878 1.48018
H -0.33112 -2.69615 -0.12808
H -1.98738 -2.30042 -1.26528
H 1.18654 1.07395 -2.49807
H 1.86111 2.07159 -1.21073
*
```